Computed, not measured: a molecular structure, C6H18AlFN3OP in a non-equilibrium geometry, with the ωB97M-V functional and the def2-TZVPD basis.

## Properties
net charge	+2
max |F|	2.43	eV Å⁻¹
calculated total energy	-31611.3900	eV
E_HOMO	-14.5	eV
orbital gap	1.979	eV
LUMO	-12.472	eV
energy relative to the best compared isomer or geometry (same formula, charge and spin)	2.660	eV

Geometry as XYZ:
```
31
Properties=species:S:1:pos:R:3:nbo_charge:R:1
H -2.009 -0.444 16.888 0.244
H 0.280 -1.190 14.755 0.249
H -3.323 1.143 11.028 0.247
C -1.884 2.317 14.378 -0.436
C -1.734 -1.293 16.262 -0.450
H -2.558 -1.968 16.490 0.268
H -4.810 1.462 15.890 0.258
Al -8.404 -1.485 18.419 0.998
C -0.537 -0.881 14.104 -0.415
P -3.303 -0.135 14.441 2.357
F -9.632 1.592 15.962 -0.376
C -3.431 -1.379 12.034 -0.427
H -0.367 0.101 13.663 0.237
N -2.995 1.491 14.896 -0.513
H -4.367 3.138 15.375 0.269
H -3.661 2.326 16.784 0.252
H -0.582 -1.571 13.260 0.266
H -3.660 -2.211 12.699 0.230
O -4.538 -0.672 15.103 -0.996
H -2.597 -1.524 11.348 0.231
H -1.494 1.798 13.503 0.229
H -0.754 -1.644 16.587 0.259
H -3.715 2.039 12.531 0.208
C -4.004 2.185 15.760 -0.450
H -1.072 2.205 15.097 0.250
N -3.265 -0.088 12.783 -0.785
C -3.814 1.092 12.000 -0.407
N -1.842 -0.875 14.902 -0.531
H -2.204 3.341 14.185 0.268
H -4.890 0.921 11.988 0.226
H -4.399 -1.284 11.541 0.238
```